# 1
Entry from the OMol25 dataset: a molecular structure, C41H31F12N5O3Sn at a distorted geometry (the ωB97M-V functional and the def2-TZVPD basis).

Element x y z (Å)
Sn  -0.02  -0.44  0.09
C  4.29  4.67  -0.88
C  3.05  3.98  -0.38
C  1.79  4.32  -0.85
C  0.68  3.63  -0.41
C  0.79  2.56  0.48
N  -0.36  1.78  0.75
C  -1.50  2.33  1.16
C  -1.55  3.68  1.60
C  -2.75  4.30  1.84
C  -3.95  3.60  1.65
C  -5.28  4.26  1.84
C  -3.88  2.24  1.33
C  -2.70  1.56  1.14
C  -2.68  0.02  0.93
O  -1.58  -0.61  1.44
C  -3.94  -0.59  1.66
F  -4.13  0.00  2.86
F  -3.79  -1.89  1.89
F  -5.08  -0.43  0.95
C  -2.75  -0.42  -0.59
F  -2.64  1.89  -1.55
F  -1.26  -1.32  -2.31
F  -3.39  -1.63  -0.73
C  2.05  2.19  0.97
C  3.15  2.93  0.54
C  2.17  0.96  1.90
O  1.60  -0.19  1.39
C  1.58  1.31  3.32
F  2.16  2.42  3.80
F  1.77  0.32  4.20
F  0.26  1.53  3.25
C  3.68  0.55  2.13
F  4.42  1.47  2.76
F  3.77  -0.58  2.83
F  4.27  0.30  0.93
H  4.07  5.66  -1.27
H  4.75  4.09  -1.69
H  5.04  4.77  -0.09
H  1.68  5.13  -1.56
H  -0.31  3.88  -0.79
H  -0.63  4.22  1.73
H  -2.77  5.33  2.16
H  -5.21  5.35  1.76
H  -5.68  4.03  2.83
H  -6.00  3.90  1.11
H  -4.82  1.71  1.24
H  4.14  2.70  0.91
N  -6.72  0.04  -7.40
C  -6.06  0.09  -6.46
C  -5.22  0.16  -5.28
C  -5.51  -0.62  -4.17
C  -4.72  -0.53  -3.03
C  -3.63  0.33  -3.00
C  -3.34  1.11  -4.12
C  -4.13  1.03  -5.26
C  -2.78  0.53  -1.79
C  -1.57  -0.28  -1.46
H  -6.37  -1.28  -4.19
H  -4.97  -1.12  -2.16
H  -2.49  1.78  -4.10
H  -3.90  1.63  -6.13
O  0.10  -3.01  -0.34
C  1.07  -3.72  -0.14
C  2.18  -3.36  0.83
C  3.45  -3.13  -0.03
C  3.17  -2.62  -1.47
C  2.89  -3.70  -2.53
C  1.52  -4.40  -2.38
N  1.35  -4.79  -0.96
H  2.34  -4.14  1.58
H  1.90  -2.44  1.35
H  4.03  -4.04  -0.09
H  4.07  -2.39  0.49
H  4.05  -2.06  -1.80
H  2.34  -1.90  -1.45
H  3.68  -4.46  -2.47
H  2.95  -3.26  -3.53
H  1.46  -5.28  -3.01
H  0.71  -3.73  -2.64
H  2.13  -5.34  -0.64
N  0.25  3.18  -6.04
C  0.82  2.69  -5.17
C  1.54  2.07  -4.07
C  2.92  1.96  -4.08
C  3.55  1.36  -3.01
C  2.77  0.88  -1.97
N  1.44  0.97  -1.96
C  0.83  1.56  -2.99
H  3.49  2.35  -4.92
H  4.62  1.25  -2.98
H  3.22  0.40  -1.10
H  -0.25  1.62  -2.95

Results
Lowest unoccupied orbital energy (spin up / spin down) (eV): -2.5 / -2.5
E_HOMO (spin up / spin down) (eV): -6.527 / -6.526
Molar mass (g/mol): 988.418

# 2
Entry from the OMol25 dataset: a single C5H8N2 molecule at a distorted geometry (the ωB97M-V functional and the def2-TZVPD basis).

Element x y z (Å)
C  -1.03  -1.01  -0.06
C  0.24  -0.18  0.09
C  1.29  -0.71  1.04
N  0.85  0.41  -1.09
C  0.14  1.30  -0.17
C  -1.11  1.87  -0.64
N  -2.08  2.33  -1.09
H  -1.65  -1.00  0.85
H  -0.77  -2.05  -0.27
H  -1.66  -0.64  -0.87
H  1.72  -1.59  0.56
H  2.10  0.02  1.14
H  0.90  -0.98  2.03
H  0.31  0.24  -1.93
H  0.75  2.00  0.41

Results
Lowest unoccupied orbital energy (eV): 0.9
E_HOMO (eV): -10.045
Molar mass (g/mol): 96.133

# 3
Entry from the OMol25 dataset: a single C8H16Cl2N2O2 molecule at a distorted geometry (the ωB97M-V functional and the def2-TZVPD basis).

Element x y z (Å)
O  -0.81  -1.55  -2.34
N  -0.48  -1.19  -1.27
C  -0.85  -2.20  -0.26
C  -2.26  -2.70  -0.23
Cl  -2.22  -3.70  1.34
C  -1.26  0.11  -1.12
C  -0.86  0.80  0.09
N  0.48  1.22  0.12
O  0.62  2.02  -0.71
C  0.66  2.23  1.22
C  2.19  2.53  1.47
Cl  2.78  1.48  2.89
C  1.43  0.13  -0.05
C  0.96  -0.72  -1.30
H  -0.80  -1.70  0.67
H  -0.17  -3.07  -0.23
H  -2.91  -1.85  -0.08
H  -2.57  -3.25  -1.09
H  -1.09  0.67  -2.09
H  -2.32  -0.17  -0.86
H  -1.02  0.04  0.98
H  -1.52  1.63  0.32
H  0.20  3.20  0.89
H  0.17  1.77  2.10
H  2.25  3.56  1.85
H  2.72  2.38  0.54
H  2.42  0.52  -0.22
H  1.40  -0.44  0.92
H  1.22  -0.16  -2.21
H  1.65  -1.58  -1.33

Results
Lowest unoccupied orbital energy (eV): 0.5
E_HOMO (eV): -8.282
Molar mass (g/mol): 243.134

# 4
Entry from the OMol25 dataset: a gas-phase ion, C7H8NO4 (charge -1) at a distorted geometry (the ωB97M-V functional and the def2-TZVPD basis).

Element x y z (Å)
C  -0.97  1.16  -2.06
O  -1.29  0.00  -1.38
C  -0.25  -0.51  -0.49
C  -0.56  -1.84  0.03
C  -0.01  -2.31  1.18
C  0.59  -1.34  2.05
N  0.53  -0.07  1.90
C  0.19  0.44  0.66
O  -0.90  1.43  0.99
C  1.48  1.34  0.01
O  2.13  0.85  -0.94
O  1.61  2.46  0.52
H  -1.64  1.32  -2.80
H  0.12  1.14  -2.48
H  -0.89  1.92  -1.33
H  0.71  -0.73  -1.05
H  -1.40  -2.37  -0.42
H  -0.13  -3.29  1.68
H  1.16  -1.82  2.90
H  -0.45  2.23  1.03

Results
Total charge: -1
Lowest unoccupied orbital energy (eV): 3.6
E_HOMO (eV): -4.651
Molar mass (g/mol): 170.144

# 5
Entry from the OMol25 dataset: a single C4H8N2O2 molecule at a distorted geometry (the ωB97M-V functional and the def2-TZVPD basis).

Element x y z (Å)
C  -3.23  -0.59  -0.08
C  -1.92  -0.08  -0.09
N  -0.88  -0.91  0.17
C  0.27  -0.32  0.00
C  1.53  -1.12  0.24
O  2.73  -0.65  -0.16
N  0.74  1.02  -0.30
O  0.14  2.19  0.34
H  -3.87  0.27  -0.36
H  -3.45  -1.74  0.06
H  -1.71  0.94  -0.40
H  1.54  -1.96  -0.35
H  1.47  -1.32  1.35
H  2.57  -0.32  -1.18
H  1.64  1.10  0.41
H  -0.10  2.64  -0.58

Results
Lowest unoccupied orbital energy (eV): 0.5
E_HOMO (eV): -8.377
Molar mass (g/mol): 116.120

# 6
Entry from the OMol25 dataset: 3 unconnected molecules or ions with the total composition C4H16N2O2 at a distorted geometry (the ωB97M-V functional and the def2-TZVPD basis).

Element x y z (Å)
C  -1.51  -1.62  -2.18
C  -0.15  -1.04  -1.52
N  -0.24  -0.08  -0.39
C  0.19  1.28  -0.83
C  1.73  1.35  -0.59
N  2.11  1.94  0.67
H  -1.51  -0.88  -3.02
H  -1.21  -2.63  -2.46
H  -2.43  -1.54  -1.66
H  0.48  -1.91  -1.21
H  0.49  -0.67  -2.33
H  0.38  -0.35  0.36
H  0.08  1.56  -1.87
H  -0.28  2.02  -0.12
H  2.22  1.74  -1.46
H  2.27  0.30  -0.48
H  1.39  2.15  1.34
H  2.91  2.50  0.86
O  -0.65  -3.16  1.55
H  -0.34  -2.38  1.06
H  -0.06  -3.15  2.31
O  -1.36  1.69  2.56
H  -1.89  1.18  1.92
H  -0.73  0.95  2.53

Results
Lowest unoccupied orbital energy (eV): 0.5
E_HOMO (eV): -8.735
Molar mass (g/mol): 124.184

# 7
Entry from the OMol25 dataset: a single C5H13NS molecule at a distorted geometry (the ωB97M-V functional and the def2-TZVPD basis).

Element x y z (Å)
C  2.21  1.15  1.70
C  0.78  1.77  1.37
C  0.06  1.35  -0.08
N  0.03  -0.02  -0.36
C  -1.17  -0.76  -0.84
C  -0.81  -2.10  -1.60
S  -2.42  -2.89  -2.19
H  2.10  0.18  1.99
H  2.92  1.15  0.88
H  2.65  1.54  2.61
H  0.07  1.12  2.10
H  0.55  2.83  1.63
H  0.61  1.86  -0.96
H  -1.01  1.71  -0.10
H  0.62  -0.68  0.15
H  -1.57  -0.08  -1.61
H  -1.89  -0.89  -0.02
H  -0.36  -1.89  -2.56
H  -0.28  -2.82  -1.06
H  -3.09  -2.52  -1.04

Results
Lowest unoccupied orbital energy (eV): 1.0
E_HOMO (eV): -8.265
Molar mass (g/mol): 119.233

# 8
Entry from the OMol25 dataset: 2 unconnected molecules or ions with the total composition C3H11N at a distorted geometry (the ωB97M-V functional and the def2-TZVPD basis).

Element x y z (Å)
C  -1.50  -0.96  1.67
C  -0.85  0.19  0.89
N  -1.36  0.06  -0.56
H  -1.30  -1.92  1.22
H  -1.28  -0.89  2.71
H  -2.65  -0.80  1.51
H  -1.15  1.16  1.27
H  0.26  0.17  0.89
H  -0.83  0.72  -1.10
H  -1.21  -0.86  -1.01
C  2.32  0.66  -1.53
H  3.46  0.83  -1.60
H  1.86  0.86  -2.42
H  1.96  1.17  -0.65
H  2.26  -0.41  -1.28

Results
Lowest unoccupied orbital energy (eV): 1.0
E_HOMO (eV): -9.272
Molar mass (g/mol): 61.128

# 9
Entry from the OMol25 dataset: a molecular structure, C27H20N4O2PtS2Sb at a distorted geometry (the ωB97M-V functional and the def2-TZVPD basis).

Element x y z (Å)
Pt  -1.36  -1.39  -0.92
S  -2.52  -2.91  -2.34
C  -3.26  -3.45  -0.93
S  -2.57  -2.81  0.45
C  -4.38  -4.40  -0.94
C  -4.12  -5.78  -1.00
N  -3.91  -6.92  -1.04
C  -5.70  -3.92  -0.94
N  -6.79  -3.52  -0.94
C  -0.10  2.84  5.34
C  -0.67  1.57  5.36
C  -0.75  0.82  4.20
C  -0.24  1.32  3.00
C  0.31  2.60  2.98
C  0.38  3.35  4.14
Sb  -0.35  0.14  1.19
C  0.98  -1.42  1.77
C  2.06  -1.80  0.98
C  2.85  -2.89  1.33
C  2.55  -3.63  2.47
C  1.46  -3.28  3.25
C  0.68  -2.18  2.90
C  0.92  1.44  0.06
C  0.29  2.31  -0.83
C  1.04  3.19  -1.59
C  2.42  3.21  -1.48
C  3.05  2.35  -0.59
C  2.31  1.48  0.19
H  -0.03  3.42  6.25
H  -1.06  1.17  6.29
H  -1.22  -0.15  4.23
H  0.69  3.01  2.05
H  0.82  4.34  4.11
H  2.27  -1.28  0.05
H  3.68  -3.17  0.71
H  3.15  -4.49  2.73
H  1.20  -3.87  4.12
H  -0.18  -1.94  3.52
H  -0.79  2.29  -0.93
H  0.54  3.86  -2.28
H  3.01  3.88  -2.09
H  4.13  2.37  -0.49
H  2.81  0.83  0.90
C  -1.48  2.30  -4.85
N  -0.65  1.33  -4.15
C  0.63  1.06  -4.53
C  1.39  0.16  -3.89
C  0.84  -0.56  -2.75
O  1.48  -1.38  -2.11
N  -0.47  -0.25  -2.41
C  -1.25  0.64  -3.08
O  -2.41  0.89  -2.79
H  -0.84  2.90  -5.49
H  -1.98  2.94  -4.13
H  -2.24  1.80  -5.44
H  0.99  1.64  -5.37
H  2.40  -0.05  -4.21

Results
Total charge: -1
Lowest unoccupied orbital energy (eV): 1.5
E_HOMO (eV): -4.138
Molar mass (g/mol): 813.455

# 10
Entry from the OMol25 dataset: 2 unconnected molecules or ions with the total composition C2H3ClN2 at a distorted geometry (the ωB97M-V functional and the def2-TZVPD basis).

Element x y z (Å)
C  -4.15  0.20  -0.29
C  -0.43  -0.16  -0.06
N  -1.40  -0.79  -0.28
N  0.61  0.41  0.27
Cl  -5.49  0.35  0.27
H  -2.14  -1.05  -0.80
H  1.33  -0.08  0.77
H  0.75  1.33  -0.13

Results
Total charge: +2
Lowest unoccupied orbital energy (eV): -12.2
E_HOMO (eV): -20.553
Molar mass (g/mol): 90.513

# 11
Entry from the OMol25 dataset: 6 unconnected molecules or ions with the total composition C21H56FNO12P2S2 (the ωB97M-V functional and the def2-TZVPD basis).

Element x y z (Å)
C  -2.22  -1.90  9.13
S  -2.84  -3.05  7.95
O  -4.07  -2.53  7.43
O  -2.81  -4.36  8.52
N  -1.70  -2.93  6.65
P  -0.02  -3.17  7.21
P  1.03  -1.53  6.22
O  2.46  -1.70  6.42
O  0.63  -1.43  4.69
O  0.39  -0.21  6.88
S  -2.17  -3.75  5.27
O  -1.00  -4.03  4.51
O  -3.13  -4.74  5.53
F  -2.89  -2.57  4.54
H  -3.04  -1.84  9.84
H  -2.10  -0.93  8.65
H  -1.32  -2.27  9.61
H  0.48  -4.24  6.46
H  -0.26  -1.09  4.55
H  -0.25  -0.42  7.57
C  -0.91  0.05  -0.56
C  -0.30  -0.99  0.36
O  -0.89  -1.03  1.65
C  -2.27  -1.36  1.69
C  -2.60  -2.74  1.16
H  -0.92  1.03  -0.08
H  -0.32  0.11  -1.48
H  -1.94  -0.20  -0.84
H  0.75  -0.76  0.54
H  -0.33  -1.98  -0.11
H  -2.87  -0.59  1.19
H  -2.53  -1.30  2.75
H  -2.44  -2.81  0.08
H  -3.65  -2.97  1.35
H  -1.98  -3.49  1.64
C  -6.53  2.86  4.58
C  -6.45  1.80  3.50
O  -5.14  1.31  3.27
C  -4.52  0.68  4.37
C  -5.25  -0.55  4.88
H  -5.83  3.67  4.38
H  -7.54  3.28  4.62
H  -6.31  2.46  5.57
H  -6.77  2.22  2.54
H  -7.14  0.98  3.72
H  -4.36  1.40  5.18
H  -3.53  0.40  4.00
H  -6.21  -0.30  5.33
H  -4.65  -1.05  5.64
H  -5.44  -1.25  4.06
C  4.10  4.37  0.83
C  2.70  4.07  0.32
O  2.57  2.80  -0.29
C  2.83  1.69  0.55
C  1.90  1.58  1.75
H  4.84  4.21  0.04
H  4.16  5.41  1.16
H  4.37  3.74  1.67
H  2.44  4.78  -0.47
H  1.97  4.20  1.12
H  3.88  1.69  0.88
H  2.70  0.81  -0.09
H  2.05  2.39  2.46
H  2.07  0.64  2.27
H  0.86  1.62  1.41
C  2.07  1.78  -3.08
C  2.75  2.92  -3.80
O  3.93  2.55  -4.50
C  3.76  1.59  -5.52
C  2.84  2.03  -6.65
H  2.78  1.27  -2.43
H  1.25  2.16  -2.47
H  1.66  1.04  -3.77
H  3.07  3.67  -3.08
H  2.05  3.42  -4.48
H  3.42  0.64  -5.11
H  4.76  1.42  -5.92
H  1.81  2.13  -6.31
H  2.85  1.30  -7.45
H  3.16  3.00  -7.04
C  4.87  -1.25  -9.55
C  3.58  -1.91  -9.09
O  2.41  -1.21  -9.47
C  2.20  -1.07  -10.87
C  2.06  -2.39  -11.60
H  4.89  -0.20  -9.24
H  5.73  -1.76  -9.12
H  4.98  -1.28  -10.64
H  3.56  -1.93  -8.00
H  3.54  -2.95  -9.43
H  2.99  -0.47  -11.32
H  1.28  -0.50  -10.96
H  2.99  -2.96  -11.61
H  1.78  -2.21  -12.64
H  1.29  -3.01  -11.13

Results
Lowest unoccupied orbital energy (eV): -0.1
E_HOMO (eV): -9.351
Molar mass (g/mol): 659.754

# 12
Entry from the OMol25 dataset: 2 unconnected molecules or ions with the total composition C4H7NO at a distorted geometry (the ωB97M-V functional and the def2-TZVPD basis).

Element x y z (Å)
C  1.19  1.49  2.02
C  -0.78  -0.52  0.57
C  -1.11  -1.44  -0.57
C  1.00  0.60  -0.54
N  0.18  0.28  0.52
O  0.99  2.57  1.66
H  -1.47  -0.43  1.32
H  -1.21  -2.61  -0.33
H  -0.37  -1.28  -1.33
H  -2.08  -1.00  -1.03
H  0.90  0.18  -1.53
H  0.81  1.76  -0.59
H  1.96  0.40  -0.17

Results
Lowest unoccupied orbital energy (spin up / spin down) (eV): 1.0 / -2.1
E_HOMO (spin up / spin down) (eV): -4.889 / -10.110
2S+1: 3
Molar mass (g/mol): 85.106

# 13
Entry from the OMol25 dataset: a single C6H9NO3 molecule at a distorted geometry (the ωB97M-V functional and the def2-TZVPD basis).

Element x y z (Å)
O  2.65  -1.26  1.02
C  2.23  -0.39  0.30
O  2.76  -0.30  -1.01
C  1.21  0.66  0.71
C  -0.02  0.54  -0.19
N  0.01  -0.78  -0.83
C  -1.16  -1.45  -0.51
C  -1.90  -0.81  0.41
C  -1.36  0.58  0.62
O  -2.25  1.60  0.18
H  2.53  0.54  -1.42
H  1.65  1.66  0.62
H  0.93  0.47  1.75
H  -0.04  1.35  -0.94
H  0.55  -0.91  -1.74
H  -1.29  -2.47  -0.86
H  -2.78  -1.20  0.92
H  -1.16  0.82  1.67
H  -2.56  1.37  -0.70

Results
Lowest unoccupied orbital energy (eV): 0.4
E_HOMO (eV): -8.373
Molar mass (g/mol): 143.142

# 14
Entry from the OMol25 dataset: a molecular structure, C21H40Cl3IrN4O4Si at a distorted geometry (the ωB97M-V functional and the def2-TZVPD basis).

Element x y z (Å)
C  -1.42  -2.95  -2.83
C  -0.04  -3.12  -3.39
H  -2.15  -2.78  -3.63
H  -1.46  -2.10  -2.13
H  -1.74  -3.84  -2.27
C  0.22  -3.42  -4.66
C  -0.82  -3.77  -5.67
H  1.25  -3.44  -5.01
H  -1.70  -3.12  -5.60
H  -1.17  -4.81  -5.57
H  -0.40  -3.67  -6.67
Ir  -2.40  2.34  3.23
Cl  -2.83  0.92  4.99
Cl  -2.41  0.69  1.64
C  0.15  1.01  3.67
O  -0.30  2.18  3.44
N  1.44  0.72  3.53
C  2.40  1.70  3.01
C  1.98  -0.57  3.94
H  -0.51  0.20  3.99
H  1.93  2.68  2.98
H  2.73  1.41  2.00
H  3.28  1.71  3.66
H  1.18  -1.16  4.39
H  2.78  -0.42  4.67
H  2.38  -1.12  3.07
H  -4.84  2.91  -0.78
H  -2.19  2.10  -0.94
C  -4.44  3.91  -0.56
C  -2.09  3.19  -0.95
N  -3.07  3.83  -0.07
H  -5.06  4.39  0.20
C  -2.81  4.13  1.19
O  -1.76  3.74  1.80
H  -1.08  3.48  -0.65
H  -3.58  4.73  1.71
H  -4.45  4.51  -1.48
H  -2.30  3.55  -1.96
O  1.33  -1.46  -2.37
C  1.09  -2.86  -2.40
C  3.39  -3.12  -3.50
C  2.36  -3.65  -2.71
H  3.31  -2.10  -3.87
C  4.50  -3.92  -3.81
H  0.72  -3.18  -1.42
C  2.45  -4.95  -2.22
H  5.30  -3.50  -4.41
C  4.56  -5.24  -3.35
C  3.53  -5.76  -2.56
H  1.63  -5.31  -1.58
H  5.41  -5.87  -3.62
H  3.56  -6.80  -2.21
Si  1.81  -0.41  -1.17
Cl  -4.68  2.72  2.90
C  2.74  0.96  -2.03
C  2.95  -1.33  0.00
C  0.27  0.22  -0.33
H  3.46  0.55  -2.74
H  3.29  1.58  -1.30
H  2.05  1.61  -2.58
H  -0.39  0.71  -1.07
H  0.49  0.96  0.45
H  -0.30  -0.58  0.14
H  3.75  -1.85  -0.57
H  2.42  -2.09  0.58
H  3.44  -0.64  0.70
N  -3.49  3.60  6.42
C  -3.25  4.34  5.32
N  -3.95  5.51  5.19
O  -2.34  4.06  4.47
H  -4.32  3.81  6.97
H  -3.12  2.65  6.43
H  -3.87  5.96  4.28
H  -4.81  5.64  5.70

Results
Lowest unoccupied orbital energy (spin up / spin down) (eV): 0.5 / -0.7
E_HOMO (spin up / spin down) (eV): -5.906 / -7.862
2S+1: 5
Molar mass (g/mol): 739.237